# 1
34
Properties=species:S:1:pos:R:3:lowdin_charge:R:1 method="wB97M-V/def2-TZVPD" e_above_lowest_ev=0.666 homo_ev=-16.8 total_energy_ev=-18743.8381 e_lumo_ev=-6.67 charge=+2 molar_mass_da=190.2 homo_lumo_gap_ev=10.116
C -0.980 0.800 -2.571 0.11
H 0.967 0.770 4.091 0.16
C -0.145 1.542 0.828 -0.05
H 2.723 1.159 2.651 0.13
H -0.617 -2.238 1.742 0.01
H -4.060 2.013 -0.220 0.10
H 3.350 -1.581 -2.364 0.08
C 1.805 0.886 2.178 -0.11
O 0.162 -1.438 -3.009 -0.08
N 1.129 0.121 3.333 0.19
H 0.292 -0.410 3.012 0.09
H 1.114 -1.375 -2.738 -0.01
N -1.071 1.106 -1.341 0.03
H 0.670 2.747 2.466 0.14
O -3.590 1.267 -0.607 0.01
H -2.127 1.260 -1.024 0.12
O 2.687 -0.923 -2.575 -0.02
H -1.002 -3.561 -0.163 0.09
H -1.161 1.327 1.159 0.13
H 1.842 0.235 1.289 0.13
O -0.471 -2.842 0.209 -0.02
C 0.021 1.301 -0.466 -0.08
C 1.002 2.081 1.642 -0.15
H 2.879 -0.469 -3.393 0.08
H -0.062 -2.342 -0.496 0.04
H -3.837 0.509 -0.073 0.09
H 1.694 2.702 1.116 0.12
H -1.232 -2.169 3.157 0.07
H -1.767 0.473 -3.354 0.17
H -0.044 0.885 -3.139 0.11
H 1.765 -0.570 3.733 0.17
H 0.967 1.446 -0.983 0.14
O -0.457 -1.913 2.658 -0.06
H 0.069 -2.223 -3.544 0.06



# 2
39
Properties=species:S:1:pos:R:3:lowdin_charge:R:1 method="wB97M-V/def2-TZVPD" e_above_lowest_ev=0.000 homo_ev=2.0 total_energy_ev=-66874.2219 e_lumo_ev=7.15 charge=-3 molar_mass_da=524.2 homo_lumo_gap_ev=5.174
O -5.531 -13.648 -15.898 -0.39
C -0.231 -15.093 -15.881 -0.12
H -0.529 -18.506 -15.735 0.05
H 0.833 -14.980 -15.599 0.05
Ag -3.502 -14.718 -16.445 0.74
O -7.790 -13.839 -14.868 -0.36
F -8.782 -11.870 -16.527 0.08
F -2.602 -13.465 -11.462 0.10
O -3.552 -16.989 -12.618 -0.35
C -2.372 -14.763 -11.674 -0.65
O -1.871 -16.627 -16.754 -0.34
H -0.571 -17.357 -14.355 0.06
F -7.446 -12.216 -18.172 0.09
C -0.131 -17.573 -15.331 -0.10
H -3.091 -12.724 -18.238 0.05
C -0.560 -16.494 -16.365 -0.70
O -5.002 -15.126 -12.010 -0.34
H -4.776 -12.317 -18.034 0.03
O -4.332 -15.059 -18.673 -0.33
H -0.773 -14.888 -14.951 0.05
C -3.567 -14.078 -20.778 -0.13
F -6.770 -11.082 -16.466 0.11
S -6.973 -13.788 -16.084 0.49
C -7.503 -12.126 -16.838 -0.67
H -4.070 -14.844 -21.376 0.05
F -1.226 -14.870 -12.372 0.08
O -3.568 -14.955 -13.992 -0.37
C -4.390 -13.952 -19.481 -0.69
S -3.792 -15.555 -12.684 0.46
H -5.412 -13.945 -19.917 0.10
H 0.961 -17.689 -15.259 0.04
H -0.004 -16.713 -17.308 0.09
F -2.154 -15.410 -10.512 0.08
H -0.464 -14.327 -16.622 0.05
H -2.536 -14.437 -20.643 0.06
O -7.378 -14.793 -17.059 -0.33
H -3.449 -13.137 -21.333 0.04
H -3.889 -11.771 -19.419 0.05
C -4.048 -12.656 -18.774 -0.12



# 3
118
Properties=species:S:1:pos:R:3:lowdin_charge:R:1 method="wB97M-V/def2-TZVPD" homo_ev=-9.2 total_energy_ev=-149609.5031 e_lumo_ev=0.43 molar_mass_da=996.6 smiles="CCOC(=O)OC.CCOC(=O)OC.CCOC(=O)OC.CCOC(=O)OC.CCOC(=O)OC.ClC(Cl)Cl.ClC(Cl)Cl.c1ccncc1.c1ccncc1.c1ccncc1" homo_lumo_gap_ev=9.672
H -2.841 1.726 -7.027 0.12
H -2.577 3.886 3.503 0.09
H -4.237 3.129 -4.816 0.13
C 2.956 5.661 1.375 -0.05
H -2.392 1.898 2.581 0.07
O -0.509 2.634 3.897 0.13
O -0.785 4.907 3.680 0.05
O 0.746 -3.971 3.699 0.04
C -2.061 -1.341 -1.002 -1.45
H -5.778 -0.159 0.953 0.10
H 3.484 2.323 1.574 0.10
H -5.291 4.977 -6.149 0.09
Cl 6.084 -2.638 3.946 0.57
H 2.721 -4.862 -2.369 0.12
H -1.266 3.305 1.650 0.06
C -1.047 -4.288 2.158 -0.07
C 3.357 0.006 -1.252 -0.06
H -1.471 -3.274 2.418 0.07
C -5.006 -0.012 1.682 -0.21
C 0.570 2.473 -4.039 -0.04
O -2.056 3.020 -3.354 0.09
Cl -1.377 -0.994 0.554 0.65
H 2.224 3.899 0.261 0.10
H -1.954 -5.977 -1.362 0.13
H 0.287 0.404 4.441 0.09
H 3.518 -0.671 -2.169 0.12
H 2.728 3.684 5.199 0.08
O 2.129 -3.694 5.329 -0.01
H 1.732 -0.722 4.520 0.08
O -0.447 2.838 -4.951 -0.01
O 0.650 -3.094 -1.940 0.11
H 1.052 3.347 -3.564 0.11
O -2.327 3.713 -5.476 0.02
H -2.722 -5.166 -4.209 0.10
C 0.851 -0.412 3.935 -0.03
H 0.829 -3.361 1.826 0.11
C -0.124 3.763 3.933 -0.58
O -1.142 -4.356 -2.312 -0.01
C 1.835 3.153 4.996 -0.05
C 3.436 3.383 1.864 -0.08
C 4.146 3.793 2.997 -0.19
C 3.395 -3.866 5.889 -0.07
C 2.220 -5.166 -1.396 0.00
H -3.715 -4.700 -2.792 0.07
O 0.785 -5.285 -1.558 -0.01
H 2.828 0.880 -1.553 0.06
H 3.344 -4.742 6.533 0.10
N 4.250 5.056 3.301 0.05
H 2.565 -6.134 -1.025 0.10
C -0.525 -0.670 -7.841 -0.09
C -3.146 0.271 3.614 -0.08
H 3.611 -2.991 6.483 0.09
C 2.747 4.293 1.112 -0.07
H 2.600 6.520 0.779 0.11
C 0.156 -4.188 -1.912 -0.59
C -3.164 1.137 2.598 -0.11
H -1.401 -1.502 -4.745 0.08
H 4.052 -2.572 2.696 -0.02
O 2.102 -1.809 2.155 0.01
H -4.353 -1.363 4.416 0.10
H 0.948 -5.209 2.089 0.14
N -2.133 0.200 -5.718 0.07
H 4.368 0.355 -0.977 0.08
H -4.422 3.778 -7.129 0.07
O 2.177 -0.018 0.785 0.03
H 2.009 2.474 4.107 0.10
H 0.269 1.759 -3.347 0.05
O 1.295 0.219 2.744 -0.01
H -0.167 -2.358 -6.527 0.10
C -2.175 0.809 -6.906 -0.13
H 0.096 -0.977 -8.629 0.10
C 1.882 -0.611 1.926 -0.67
H 3.943 6.984 2.806 0.09
H 4.136 -3.944 5.093 0.04
H -3.546 -6.406 -3.228 0.07
O 2.918 -4.353 3.264 0.10
H 0.225 -1.261 3.785 0.08
H -1.230 -4.459 1.108 0.06
H 1.344 2.691 5.813 0.10
H 4.537 3.081 3.735 0.11
H -4.165 1.714 0.851 0.09
Cl -3.818 -1.762 -0.876 0.53
C -3.695 4.032 -5.119 -0.21
C 2.019 -4.042 4.008 -0.58
C 3.766 5.999 2.475 -0.13
C -1.775 -5.604 -2.393 -0.26
C -0.607 -1.376 -6.691 -0.08
Cl 4.421 -0.383 3.598 0.61
H -1.554 -5.009 2.851 0.10
H -2.794 4.031 1.118 0.08
C -1.401 -0.912 -5.631 -0.14
H -2.396 0.431 4.370 0.10
H -1.185 4.830 0.971 0.08
H 1.808 -1.332 -0.693 0.10
H -2.536 5.628 3.090 0.13
C 0.433 -4.262 2.347 -0.24
C 2.677 -0.865 -0.274 -0.23
C -1.833 4.217 1.569 -0.05
C -4.107 -0.708 3.604 -0.16
C 4.925 -1.935 2.847 -1.51
H -3.602 5.212 -6.856 0.07
Cl 5.719 -1.842 1.313 0.61
H -3.785 4.736 -4.303 0.12
H 2.454 -4.419 -0.625 0.09
N -4.943 -0.929 2.616 0.07
O 1.050 4.152 4.443 0.00
C -4.138 1.018 1.635 -0.09
C -3.044 -5.459 -3.172 -0.06
C -1.626 3.200 -4.466 -0.63
C -4.300 4.567 -6.390 -0.07
H 1.300 2.044 -4.748 0.11
Cl -1.997 0.152 -1.968 0.57
H -1.375 0.996 -8.820 0.08
H -1.027 -6.268 -2.900 0.14
H 3.324 -1.644 0.091 0.07
H -1.526 -2.114 -1.448 -0.05
C -1.362 0.394 -7.970 -0.07
C -2.057 4.656 3.015 -0.17